Entry 1:
The following is a DFT calculation (ωB97M-V/def2-TZVPD) of the molecule C6H9BrFN3.

Last column: Löwdin charge in e.
Element x y z (Å)
N: 1.705 2.158 0.152  0.054
C: 0.401 0.198 -0.042  -0.617
N: 1.658 0.856 0.122  -0.132
N: 2.900 2.557 0.009  0.095
Br: 3.519 -1.433 0.113  0.774
H: -0.816 2.143 -0.258  0.049
H: -0.569 1.504 1.331  0.139
H: -0.409 -1.049 -1.608  0.119
C: 2.942 0.364 -0.144  -0.563
C: 3.700 1.522 -0.222  -0.353
C: 0.157 -0.840 1.016  -0.062
H: -0.712 -0.714 1.572  0.045
C: 0.543 -0.457 -1.379  -0.055
H: -1.642 0.783 -0.022  0.071
H: 0.129 -1.965 0.723  0.123
C: -0.707 1.212 0.192  -0.040
H: 1.407 -1.091 -1.381  0.011
F: 4.998 1.674 -0.330  0.147
H: 0.708 0.331 -2.156  0.108
H: 0.993 -0.673 1.725  0.087

Properties
Charge: 0
LUMO (alpha / beta) (eV): 0.54 / -3.08
Kohn-Sham gap (alpha / beta) (eV): 6.026 / 7.248
Spin multiplicity: 3


Entry 2:
The following is a DFT calculation (ωB97M-V/def2-TZVPD) of the molecule C7H11NO.

Last column: Löwdin charge in e.
Element x y z (Å)
C: -0.828 -0.832 -0.237  -0.271
H: 1.887 2.131 0.961  0.078
H: 1.670 2.391 -0.771  0.075
O: 2.524 -1.402 0.372  0.085
H: -1.254 2.133 0.954  0.082
N: 0.315 -1.638 -0.479  0.129
C: -0.403 0.488 -0.105  -0.221
H: -2.445 -2.157 -0.674  0.072
C: 1.340 -0.871 -0.028  -0.335
C: -1.259 1.706 -0.050  -0.039
H: -2.882 -0.748 0.287  0.070
H: 2.469 -2.365 0.386  0.107
H: 0.289 -2.646 -0.430  0.151
C: -2.109 -1.497 0.129  -0.047
C: 1.004 0.481 -0.078  -0.195
H: -2.290 1.485 -0.319  0.070
H: -2.008 -2.106 1.036  0.077
H: 2.955 1.328 -0.197  0.075
C: 1.930 1.648 -0.016  -0.040
H: -0.902 2.470 -0.741  0.077

Properties
Energy above the lowest of the compared OMol25 structures with the same formula, charge and spin (kcal per mole): 27.0
Charge: 0
LUMO (eV): 0.58
Kohn-Sham gap (eV): 7.327